[1]
Density functional theory data (ωB97M-V/def2-TZVPD) for a single H4O3SSi molecule.

Geometry as XYZ:
```
9
Properties=species:S:1:pos:R:3:forces:R:3
O -0.56896 1.39513 -0.55750 3.358 -0.325 0.771
Si 0.14171 0.02357 0.02687 -1.794 -0.462 0.111
O -1.20296 -1.00772 0.34572 1.297 2.347 -1.833
O 1.13658 0.33705 1.28019 -0.545 1.696 1.984
S 1.41512 -1.03787 -1.26494 1.719 -0.290 1.643
H -1.45393 1.38037 -0.78544 -2.732 -0.184 -0.637
H -1.06451 -1.38907 1.17471 0.033 -1.325 2.123
H 0.96478 1.04926 1.99133 0.223 -1.842 -1.997
H 0.63218 -0.75072 -2.21093 -1.559 0.383 -2.165
```
Forces are in eV/Å.

Values from the calculation:
* structure (SMILES): O[Si](O)(O)S
* charge: 0
* frontier orbital gap: 10.0 eV
* molar mass: 112.18 g/mol
* HOMO energy: -9.712 eV
* LUMO: 0.0106 Ha
* energy relative to the best compared isomer or geometry (same formula, charge and spin): 0.141 eV



[2]
Density functional theory data (ωB97M-V/def2-TZVPD) for 9 unconnected molecules or ions with the total composition C27H54O9.

Geometry as XYZ:
```
90
Properties=species:S:1:pos:R:3:forces:R:3
C 1.49832 -1.29538 25.27367 0.390 -1.704 -0.179
C 0.69323 -0.13034 25.67978 -1.214 -0.225 0.571
O -0.43909 -0.28934 26.08745 0.215 -0.047 -0.228
C 1.28277 1.20556 25.64360 0.894 0.914 -0.348
H 1.73343 -1.41817 24.21644 -0.385 0.402 -0.288
H 0.91779 -2.17067 25.56513 0.244 -0.155 -0.022
H 2.48156 -1.33069 25.74282 -0.054 0.185 0.447
H 1.50994 1.54316 26.65480 -0.391 0.160 0.111
H 0.57835 1.86833 25.14098 0.179 0.354 0.215
H 2.24595 1.20921 25.13333 -0.058 0.054 -0.290
C 5.75480 7.68717 21.66245 -0.087 -2.006 0.789
C 4.64806 7.77923 20.67995 -0.086 1.370 -1.761
O 4.00588 6.86853 20.21349 0.109 -1.551 0.950
C 4.40936 9.08422 20.03031 -0.178 1.160 0.328
H 6.70280 7.55451 21.14111 0.032 0.410 -0.202
H 5.57500 6.69995 22.08807 0.312 -0.007 0.567
H 5.84982 8.42542 22.45873 -0.245 0.226 -0.407
H 5.35317 9.61012 19.88633 -0.042 0.071 -0.362
H 3.84394 9.71073 20.72015 -0.114 0.179 0.125
H 3.79827 8.94580 19.13839 0.321 0.152 -0.037
C 9.41982 3.18435 27.27552 -0.597 0.495 -0.212
C 8.50488 2.13185 26.70675 -1.823 0.051 -2.272
O 7.78325 2.37949 25.70064 1.964 -1.430 3.093
C 8.54790 0.75025 27.48654 0.802 1.534 -0.692
H 9.32711 4.13093 26.74308 0.119 -0.273 -0.395
H 10.45677 2.84941 27.30067 -0.063 -0.014 0.183
H 9.05962 3.44024 28.27196 0.266 -0.370 0.379
H 8.77540 -0.09282 26.83417 -0.460 0.053 -0.229
H 7.67680 0.59725 28.12362 -0.077 0.036 -0.220
H 9.42949 0.85467 28.11898 -0.174 -0.229 0.315
C 3.37820 3.66372 21.96531 -0.763 0.599 -0.952
C 4.46921 3.71753 22.96443 1.901 1.310 0.624
O 5.43104 4.47673 22.83663 -1.259 -1.114 -0.017
C 4.38926 2.88443 24.23623 0.185 0.068 0.044
H 2.44318 3.99869 22.41434 -0.237 -0.473 0.379
H 3.24259 2.70310 21.46839 -0.039 -0.230 0.423
H 3.50366 4.39307 21.16506 0.611 0.089 0.051
H 5.26157 3.06816 24.86346 0.118 0.075 -0.238
H 4.38043 1.82579 23.97685 -0.291 -0.173 0.008
H 3.51303 3.12060 24.84001 -0.237 -0.036 -0.272
C 2.40482 -0.13071 21.81330 0.896 -0.456 -0.513
C 2.89623 -1.53627 21.48235 -2.218 -1.749 0.629
O 2.22053 -2.49539 21.84894 0.742 0.910 -0.049
C 4.14560 -1.77511 20.70908 0.602 1.107 0.162
H 2.69533 0.52270 20.99065 -0.129 0.291 0.172
H 2.96922 0.14255 22.70486 0.053 0.448 0.100
H 1.33933 -0.07097 22.03531 0.152 -0.258 -0.149
H 3.91318 -1.73333 19.64496 -0.010 -0.223 -0.063
H 4.66635 -2.69238 20.98389 -0.367 -0.020 -0.122
H 4.80104 -0.92546 20.90037 0.298 -0.026 -0.153
C 6.04309 -2.62935 27.19270 -0.553 -0.928 0.701
C 5.29416 -2.40568 25.91182 0.408 -1.143 -1.221
O 4.84128 -3.31872 25.18462 0.970 1.673 1.909
C 5.13020 -1.03263 25.37141 -1.212 0.342 -0.602
H 7.00648 -3.08221 26.95842 0.020 -0.092 -0.145
H 5.45887 -3.33118 27.78788 0.101 -0.470 -0.127
H 6.17549 -1.78842 27.87343 -0.081 0.529 -0.865
H 4.43609 -1.09907 24.53362 0.181 0.339 -0.104
H 6.06473 -0.55928 25.07026 0.369 -0.360 0.112
H 4.66630 -0.46348 26.17700 0.027 0.153 0.127
C 9.34110 0.56995 22.98811 -0.038 -0.441 -0.545
C 8.00387 -0.07694 22.93537 -1.114 -2.758 0.538
O 7.81417 -1.26295 23.28613 0.042 2.408 -0.364
C 6.87966 0.79598 22.36038 1.173 -0.282 -0.369
H 9.22365 1.50702 23.53235 0.437 0.055 -0.040
H 9.56010 0.75735 21.93691 0.119 0.588 -0.131
H 10.14364 -0.09803 23.30088 -0.282 0.136 0.547
H 6.09766 0.99306 23.09368 0.282 0.320 -0.024
H 6.42147 0.36721 21.46913 0.053 -0.478 0.186
H 7.42028 1.66172 21.97784 -0.734 0.607 0.405
C -1.48718 2.12479 22.83606 -0.347 0.219 -0.868
C -0.66959 3.39773 22.62079 0.074 -0.440 0.963
O -0.09679 3.89705 23.56332 0.275 0.025 0.239
C -0.53940 4.08444 21.27905 0.110 0.412 -0.059
H -1.09476 1.25446 22.31012 0.113 0.176 -0.480
H -2.45040 2.37472 22.39127 -0.266 -0.417 -0.052
H -1.65568 1.75960 23.84915 0.310 0.746 0.219
H 0.20260 3.56885 20.66937 -0.114 -0.234 -0.134
H -0.12752 5.07284 21.48283 0.078 -0.057 0.086
H -1.44078 4.26343 20.69291 -0.158 -0.535 0.125
C 2.15702 5.70824 16.21801 2.118 -1.173 -1.898
C 1.62572 6.47036 17.32399 -1.499 0.953 1.961
O 1.19807 7.60618 17.22773 0.474 -0.760 0.111
C 1.58774 5.66458 18.63329 -0.359 0.200 -0.240
H 1.40311 5.15407 15.65888 -0.162 0.305 -0.085
H 2.89229 4.96588 16.52846 -0.320 -0.333 0.475
H 2.81641 6.27723 15.56260 -0.757 0.575 -0.404
H 1.68069 6.29777 19.51563 0.595 -0.085 -0.190
H 2.31413 4.86349 18.49648 0.238 0.235 0.810
H 0.63974 5.15295 18.79953 -0.376 0.062 -0.561
```
Forces are in eV/Å.

Values from the calculation:
* charge: +1
* frontier orbital gap (spin up / spin down): 5.5 / 1.9 eV
* 2S+1: 2
* molar mass: 522.72 g/mol
* HOMO energy (spin up / spin down): -10.804 / -10.804 eV
* LUMO (spin up / spin down): -0.1965 / -0.3256 Ha
* energy relative to the best compared isomer or geometry (same formula, charge and spin): 0.706 eV



[3]
Density functional theory data (ωB97M-V/def2-TZVPD) for a molecular structure, C24H28IrN5O3.

Geometry as XYZ:
```
61
Properties=species:S:1:pos:R:3:forces:R:3
Ir -0.19714 1.30234 0.67717 -0.901 0.738 0.675
O 2.33444 -0.64832 3.13872 0.049 0.091 0.021
C 1.28928 -0.42553 2.50977 -0.266 -0.277 -0.175
N 0.65706 0.73299 2.37413 0.567 -0.333 0.390
C 1.34453 1.80211 3.09588 -0.109 0.047 -0.137
C 0.99279 3.15729 2.55904 -0.093 -0.046 0.170
C 1.72156 4.29042 2.91644 -0.202 -0.100 0.101
C 1.31975 5.52573 2.45277 -0.010 0.096 -0.012
C 0.17021 5.61339 1.67421 0.021 0.007 0.109
C -0.48520 4.44588 1.35269 -0.151 -0.251 0.088
N -0.06836 3.23080 1.74256 0.926 -0.102 -0.605
C 0.50975 -1.64636 2.04640 -0.123 0.169 0.058
C 0.87939 -2.83886 2.66600 -0.163 0.073 -0.022
C 0.05554 -3.93997 2.61288 0.027 -0.125 0.037
C -1.18083 -3.82843 1.98809 -0.016 0.096 0.049
C -1.47004 -2.65812 1.33339 0.052 0.081 0.154
N -0.60792 -1.62017 1.28150 0.016 -0.036 -0.060
H 2.42710 1.65951 3.06067 -0.006 -0.036 -0.047
H 1.06932 1.76971 4.15869 0.047 0.049 0.020
H 2.59150 4.17866 3.54908 0.032 0.016 -0.022
H 1.88228 6.41595 2.70214 -0.001 0.002 0.008
H -0.20566 6.56276 1.32035 -0.009 0.012 0.022
H -1.40765 4.45745 0.78025 0.057 0.035 -0.085
H 1.80479 -2.81200 3.22094 0.005 -0.025 0.012
H 0.34981 -4.86530 3.09127 -0.018 0.004 0.019
H -1.90518 -4.62942 1.98064 0.024 -0.029 -0.005
H -2.39254 -2.51267 0.79520 0.014 -0.050 0.063
C 3.82560 2.06382 -3.05590 -0.031 0.013 -0.011
O 2.44921 2.46135 -3.07057 0.110 0.031 -0.011
C 1.79352 2.19554 -1.91846 -0.355 -0.094 0.195
O 2.27998 1.68442 -0.94605 0.166 0.182 -0.359
N 0.48558 2.58653 -2.09033 0.213 -0.055 0.111
N -0.50302 2.47143 -1.08142 -0.097 -0.109 -0.270
H 4.23817 2.40675 -3.99964 0.002 -0.005 -0.003
H 3.90470 0.98102 -2.97513 0.009 0.003 0.007
H 4.34681 2.52259 -2.21827 0.005 0.000 -0.005
H 0.23960 3.06291 -2.94130 0.027 0.007 0.006
H -1.36228 2.15462 -1.51590 0.009 0.059 -0.107
H -0.64866 3.39956 -0.69556 -0.188 -0.014 -0.117
C -0.58351 -0.42548 -2.34610 -0.090 0.023 -0.003
C -0.56950 -1.38518 -1.16208 0.058 -0.129 0.232
C 0.83087 -1.99659 -1.10158 0.075 0.098 -0.050
C -0.86458 -0.57349 0.17543 0.170 -0.337 -0.154
C -1.64257 -2.44091 -1.45256 0.018 -0.002 -0.043
C -1.37111 -3.80307 -1.53195 0.045 0.017 -0.096
C -2.37926 -4.73051 -1.77274 -0.001 0.001 -0.013
C -3.68786 -4.31380 -1.94479 -0.002 -0.029 0.020
C -3.97770 -2.95593 -1.87989 -0.021 0.014 -0.005
C -2.96922 -2.03903 -1.64060 0.027 0.009 -0.028
H 0.26002 0.24308 -2.26449 0.115 0.116 -0.033
H -1.50405 0.16123 -2.38323 -0.016 0.020 -0.014
H -0.51066 -0.98667 -3.28045 0.000 0.018 -0.014
H 1.54129 -1.20221 -0.86089 0.004 -0.012 0.010
H 1.10686 -2.43309 -2.06492 0.002 0.014 -0.010
H 0.93268 -2.77765 -0.34684 -0.012 -0.001 -0.001
H -1.95668 -0.47437 0.23512 0.000 0.062 -0.068
H -0.35921 -4.15983 -1.39805 0.002 -0.004 0.009
H -2.13313 -5.78385 -1.82555 -0.003 -0.004 0.001
H -4.47414 -5.03389 -2.13071 -0.001 0.001 -0.001
H -4.99519 -2.61189 -2.01846 0.000 0.002 0.008
H -3.22112 -0.98723 -1.57701 -0.010 0.001 -0.007
```
Forces are in eV/Å.

Values from the calculation:
* charge: 0
* frontier orbital gap: 5.8 eV
* molar mass: 626.74 g/mol
* HOMO energy: -5.598 eV
* LUMO: 0.0074 Ha
* energy relative to the best compared isomer or geometry (same formula, charge and spin): 1.472 eV



[4]
Density functional theory data (ωB97M-V/def2-TZVPD) for a molecular structure, C34H56N2NiO2Se.

Geometry as XYZ:
```
96
Properties=species:S:1:pos:R:3:forces:R:3
Ni 15.40833 10.69606 9.07644 -0.046 0.003 0.924
C 7.67995 9.77798 8.04225 0.011 -0.501 -0.077
C 8.49472 10.50347 9.09257 1.427 -0.913 -0.465
C 8.00200 11.92546 9.29807 0.086 0.102 1.040
C 8.39695 9.66738 10.36846 0.604 0.044 0.869
C 9.99855 10.48241 8.67552 -0.407 0.359 0.169
C 10.95382 11.15561 9.43467 0.664 0.353 -0.317
C 12.28895 11.04486 9.06096 -0.206 -0.079 0.284
Se 13.50386 12.28972 9.87121 0.833 -0.270 -0.460
C 13.94565 13.30096 8.26472 0.364 0.074 -0.120
C 13.09947 14.35277 7.89333 0.923 -0.525 -0.178
C 13.28805 15.03050 6.71720 0.441 -0.291 -0.565
C 14.37190 14.62163 5.92758 -0.601 -0.075 -0.503
C 15.23249 13.60393 6.23902 0.652 -0.254 0.420
C 15.08924 12.95183 7.49681 -0.749 0.344 0.494
O 15.98337 12.10118 7.92338 0.415 -0.178 -0.047
C 16.34192 13.15258 5.29553 -0.652 0.296 -1.646
C 16.13844 11.67610 4.88396 -0.025 -0.219 1.576
C 17.74736 13.31217 5.82155 -0.079 0.395 0.906
C 16.28854 13.90985 3.93349 0.580 -0.466 0.781
C 12.35403 16.09806 6.16330 -0.606 -0.655 1.272
C 13.16554 17.36015 5.95466 0.074 0.070 0.227
C 11.76984 15.64430 4.84043 0.111 -0.853 -0.749
C 11.17947 16.26699 7.16603 -0.023 1.383 -0.456
C 12.79029 10.17979 8.04076 0.439 1.363 0.259
O 14.08042 10.02928 7.86462 -0.239 -0.489 -0.282
C 11.83031 9.69170 7.16063 -1.560 -0.318 -0.267
C 10.47329 9.83378 7.53550 0.407 -0.378 0.305
C 12.18081 9.08322 5.79530 -1.687 -1.483 0.258
C 10.90462 8.70104 4.96978 -0.077 0.054 -0.227
C 12.89193 7.73919 5.95388 0.993 0.253 1.155
C 12.94033 10.03809 4.98274 1.121 0.928 -1.091
H 6.63919 9.81453 8.30362 -0.673 0.018 0.185
H 7.96346 8.71083 8.00798 -0.085 0.441 -0.136
H 7.77719 10.20835 7.05458 0.081 0.135 -0.289
H 6.96137 11.99443 9.65467 0.121 -0.242 -0.573
H 8.18885 12.50893 8.41374 -0.285 0.310 -0.462
H 8.55249 12.41381 10.10515 0.251 -0.044 -0.018
H 7.33388 9.70472 10.68317 0.683 -0.068 0.472
H 9.16164 10.04549 11.13334 -1.483 -0.381 -0.690
H 8.67279 8.60233 10.18524 -0.227 0.730 -0.025
H 10.75292 11.85556 10.25916 -0.316 -0.472 -0.411
H 12.35009 14.66234 8.55905 -1.045 0.033 0.776
H 14.44551 15.06438 4.94457 0.215 0.155 0.043
H 15.90992 11.13140 5.82561 -0.109 -0.035 -0.815
H 17.07820 11.26775 4.52369 0.148 -0.029 -0.297
H 15.36510 11.54162 4.12595 -0.036 0.026 0.202
H 17.92106 12.62436 6.64019 0.222 -0.333 -0.032
H 17.92396 14.30364 6.24765 -0.050 0.137 -0.245
H 18.41680 13.14988 4.98994 0.507 -0.130 -0.034
H 15.28787 13.86762 3.54352 -0.343 -0.102 -0.511
H 16.99310 13.35832 3.29903 -0.298 0.296 -0.237
H 16.60690 14.94678 3.98222 0.058 0.217 0.138
H 14.01685 17.08297 5.32035 0.125 0.327 0.456
H 13.47248 17.76406 6.94486 0.035 -0.030 -0.844
H 12.60559 18.07804 5.36507 -0.237 0.434 0.192
H 12.53878 15.66231 4.04830 -0.313 0.070 0.190
H 10.95471 16.30581 4.54450 -0.028 -0.014 -0.104
H 11.40104 14.59392 4.87548 0.086 0.707 0.128
H 11.54994 16.54410 8.17087 -0.242 0.187 -0.497
H 10.63814 15.33850 7.28681 -0.183 -0.285 -0.124
H 10.45172 17.04533 6.78086 0.819 -0.735 0.556
H 9.74787 9.31503 6.93776 -0.079 0.119 -0.262
H 10.31305 7.91614 5.44708 0.196 -0.167 0.047
H 11.19857 8.32611 3.95922 -0.082 0.327 0.768
H 10.19601 9.52619 4.82978 0.351 0.126 -0.070
H 12.27374 7.16830 6.65275 0.127 -0.464 -0.352
H 13.89553 7.82477 6.42538 -0.548 0.207 -0.253
H 13.04302 7.24858 4.99566 -0.251 -0.192 -0.055
H 12.36287 10.92234 4.74865 -0.423 0.151 -0.371
H 13.32573 9.56696 4.06649 -0.279 0.170 0.026
H 13.79132 10.43183 5.49067 0.720 0.027 0.575
C 17.02008 12.51182 10.89492 0.445 -0.826 0.396
N 17.01531 11.06332 10.52649 0.742 0.982 -0.356
C 18.32539 10.80219 9.88194 -1.174 -1.706 -0.455
C 16.80434 10.18870 11.66466 -1.251 0.199 1.321
C 16.43561 8.76393 11.27254 0.865 -0.397 -0.079
N 15.34962 8.80459 10.30485 -0.460 -0.512 -1.100
C 15.36990 7.61395 9.41583 -0.422 1.097 0.449
C 14.04684 8.85356 10.97703 0.735 -0.085 1.016
H 17.80309 12.74478 11.64364 -0.118 -0.230 -0.311
H 16.07553 12.78797 11.32936 -0.472 0.115 0.002
H 17.21298 13.05658 9.98131 -0.156 0.267 -0.103
H 19.14551 10.92003 10.58210 0.257 0.131 0.134
H 18.40949 11.45644 9.01984 0.165 -0.009 -0.046
H 18.27978 9.72854 9.53545 0.447 1.104 0.160
H 15.92377 10.57389 12.21832 0.336 0.100 -0.310
H 17.59923 10.22840 12.41945 0.335 -0.117 -0.298
H 16.18440 8.13362 12.16192 0.066 0.551 -0.425
H 17.29642 8.25917 10.79923 -0.287 0.211 0.117
H 15.29682 6.74582 10.05066 -0.026 -0.719 -0.014
H 16.26322 7.60619 8.81756 0.494 -0.099 -0.162
H 14.52046 7.71524 8.74918 -0.109 -0.227 -0.083
H 13.88588 7.96648 11.62468 -0.023 0.032 -0.523
H 13.22727 9.01673 10.28828 0.001 -0.008 -0.038
H 14.16489 9.67337 11.67165 -0.704 0.445 0.171
```
Forces are in eV/Å.

Values from the calculation:
* charge: 0
* frontier orbital gap (spin up / spin down): 7.5 / 7.3 eV
* 2S+1: 3
* molar mass: 662.49 g/mol
* HOMO energy (spin up / spin down): -7.109 / -7.110 eV
* LUMO (spin up / spin down): 0.0138 / 0.0057 Ha
* energy relative to the best compared isomer or geometry (same formula, charge and spin): 0.000 eV